[1]
{"formula": "C33H44ClF9GaN4O29", "method": "ωB97M-V/def2-TZVPD", "elements": ["C", "N", "C", "C", "O", "C", "Ga", "O", "Cl", "C", "C", "N", "N", "N", "H", "H", "H", "H", "H", "H", "H", "H", "H", "H", "H", "H", "H", "H", "H", "H", "H", "C", "C", "O", "C", "O", "O", "F", "H", "H", "H", "C", "C", "O", "C", "O", "O", "F", "H", "H", "H", "C", "C", "O", "C", "O", "O", "F", "H", "H", "H", "C", "C", "O", "C", "O", "O", "F", "H", "H", "H", "C", "C", "O", "C", "O", "O", "F", "H", "H", "H", "C", "C", "O", "C", "O", "O", "F", "H", "H", "H", "C", "C", "O", "C", "O", "O", "F", "H", "H", "H", "C", "C", "O", "C", "O", "O", "F", "H", "H", "H", "C", "C", "O", "C", "O", "O", "F", "H", "H", "H"], "xyz": [[4.2957, -1.7951, 3.4067], [4.2424, -3.2564, 3.2566], [4.7141, -3.7252, 1.9485], [2.9712, -3.8136, 3.6256], [2.8930, -4.3358, 4.6927], [1.7618, -3.7877, 2.7288], [1.3168, -2.0164, 1.8061], [1.4149, -0.5193, 2.9334], [2.6230, -1.6560, -0.0337], [-0.6318, -2.1025, 1.1330], [-1.6454, -2.6923, 2.1394], [-1.5323, -4.1691, 2.2141], [-1.6006, -2.0628, 3.4389], [-3.0148, -2.4388, 1.6471], [4.3683, -1.2674, 2.4547], [5.2190, -1.5505, 3.9490], [3.4820, -1.4275, 4.0243], [4.8051, -2.9347, 1.2042], [4.1432, -4.5552, 1.5353], [5.7309, -4.0968, 2.1006], [1.8003, -4.5507, 1.9479], [0.9257, -4.0668, 3.3605], [1.8746, 0.1616, 2.4287], [-0.9904, -1.1062, 0.8694], [-0.6864, -2.7115, 0.2231], [-0.8106, -4.5055, 1.5897], [-1.3224, -4.4532, 3.1600], [-0.6824, -2.1328, 3.8651], [-2.2595, -2.5432, 4.0434], [-3.1366, -2.8292, 0.7247], [-3.2192, -1.4495, 1.6751], [-0.6605, -8.2722, 1.9957], [-0.8648, -8.9794, 0.6822], [-1.0373, -7.9096, -0.2245], [-0.3339, -6.8538, 0.2933], [-0.0461, -5.8839, -0.3171], [-0.0092, -7.0659, 1.5945], [-1.9936, -9.7347, 0.6929], [-1.6054, -8.0305, 2.4853], [-0.0372, -8.8377, 2.6853], [-0.0210, -9.5952, 0.3636], [-4.4790, 0.6881, -2.4893], [-3.3738, 0.5322, -1.4788], [-3.5609, -0.8034, -1.0239], [-4.1159, -1.4870, -2.0555], [-4.1599, -2.6721, -2.1241], [-4.6034, -0.6441, -2.9998], [-3.5366, 1.3778, -0.4271], [-5.4213, 0.9889, -2.0261], [-4.2322, 1.3897, -3.2788], [-2.3763, 0.6372, -1.8802], [3.2946, 1.4337, -2.0538], [2.7361, 2.5134, -1.1670], [2.9687, 3.6902, -1.9298], [2.9502, 3.3158, -3.2419], [2.8505, 4.0702, -4.1532], [3.0532, 1.9711, -3.3635], [3.4153, 2.6076, 0.0016], [4.3670, 1.2955, -1.9101], [2.7936, 0.4777, -1.9185], [1.6693, 2.4200, -0.9576], [8.0490, -5.2650, 4.9526], [7.5489, -4.1459, 5.8294], [7.8392, -2.9960, 5.0539], [7.7925, -3.3856, 3.7495], [7.7103, -2.6434, 2.8287], [7.8312, -4.7368, 3.6433], [8.2419, -4.0795, 6.9962], [9.1145, -5.4543, 5.0972], [7.5002, -6.1925, 5.0956], [6.4791, -4.1794, 6.0425], [10.2300, -0.3543, 0.9457], [10.0253, -1.8162, 0.6571], [11.3015, -2.2220, 0.1797], [12.2160, -1.4045, 0.7750], [13.3822, -1.6153, 0.8153], [11.6116, -0.3183, 1.3245], [9.1115, -2.0059, -0.3228], [10.0791, 0.2649, 0.0600], [9.5917, 0.0099, 1.7468], [9.7537, -2.4124, 1.5276], [-2.6835, 5.9426, -2.2651], [-4.0508, 5.3107, -2.2902], [-3.7845, 4.0217, -2.8176], [-2.5055, 3.7108, -2.4558], [-2.0469, 2.6171, -2.4942], [-1.8388, 4.8086, -2.0370], [-4.8864, 5.9692, -3.1277], [-2.4273, 6.4044, -3.2202], [-2.5719, 6.6789, -1.4732], [-4.5231, 5.2118, -1.3112], [-4.7409, -5.2400, -0.8738], [-4.1975, -6.5872, -0.5044], [-5.3709, -7.3741, -0.3521], [-6.3068, -6.8291, -1.1845], [-7.3106, -7.3735, -1.5117], [-5.9344, -5.5919, -1.5931], [-3.5426, -6.5350, 0.6784], [-5.0034, -4.6450, 0.0026], [-4.0607, -4.6723, -1.4919], [-3.5516, -7.0354, -1.2622], [-6.7059, 9.6625, -5.0900], [-6.9335, 8.2175, -5.4424], [-5.6464, 7.7977, -5.8642], [-4.7454, 8.5707, -5.1929], [-3.5892, 8.3273, -5.0964], [-5.3499, 9.6534, -4.6400], [-7.8039, 8.0849, -6.4758], [-6.7936, 10.3177, -5.9594], [-7.3738, 10.0111, -4.3166], [-7.2638, 7.5961, -4.6087], [-6.7291, 12.6826, -2.1475], [-5.6352, 12.4644, -1.1332], [-5.8523, 11.1235, -0.7298], [-6.4191, 10.4810, -1.7880], [-6.4995, 9.3050, -1.9005], [-6.8821, 11.3743, -2.7079], [-5.7810, 13.2783, -0.0608], [-7.6664, 12.9919, -1.6827], [-6.4577, 13.4056, -2.9131], [-4.6233, 12.5652, -1.5292]], "lowdin_charge": [-0.09, -0.16, -0.09, -0.54, 0.08, -0.13, 0.12, -0.29, 0.12, -0.17, -0.74, 0.09, 0.08, 0.05, 0.06, 0.07, 0.08, 0.04, 0.09, 0.05, 0.06, 0.04, -0.03, 0.05, 0.05, 0.02, 0.06, 0.06, 0.07, 0.04, 0.05, -0.05, -0.32, 0.11, -0.55, 0.19, 0.07, 0.07, 0.15, 0.14, 0.17, -0.05, -0.32, 0.13, -0.53, 0.16, 0.08, 0.08, 0.15, 0.13, 0.15, -0.06, -0.31, 0.12, -0.56, 0.16, 0.07, 0.07, 0.15, 0.09, 0.18, -0.05, -0.30, 0.14, -0.55, 0.16, 0.07, 0.07, 0.14, 0.14, 0.18, -0.05, -0.32, 0.13, -0.55, 0.17, 0.07, 0.08, 0.14, 0.14, 0.15, -0.04, -0.30, 0.13, -0.52, 0.17, 0.09, 0.08, 0.14, 0.14, 0.18, -0.06, -0.31, 0.13, -0.55, 0.16, 0.08, 0.07, 0.15, 0.11, 0.17, -0.07, -0.30, 0.14, -0.55, 0.17, 0.06, 0.07, 0.15, 0.11, 0.18, -0.04, -0.31, 0.15, -0.54, 0.19, 0.03, 0.08, 0.15, 0.14, 0.18], "total_charge": -1, "lumo_ha": 0.0400, "largest_force_ev_per_a": 2.26, "e_tot_ev": -189633.8195, "e_homo_ev": -5.0347}

[2]
{"formula": "C33H44N4P2Sr", "method": "ωB97M-V/def2-TZVPD", "elements": ["Sr", "C", "C", "C", "C", "C", "C", "C", "C", "C", "H", "H", "H", "H", "H", "H", "H", "H", "H", "H", "H", "H", "H", "H", "H", "P", "P", "N", "N", "N", "N", "C", "C", "C", "C", "C", "C", "C", "C", "C", "C", "C", "C", "C", "C", "C", "C", "C", "C", "H", "H", "H", "H", "H", "H", "H", "H", "H", "H", "H", "H", "H", "H", "H", "H", "H", "H", "H", "H", "C", "C", "C", "C", "C", "C", "H", "H", "H", "H", "H", "H", "H", "H", "H"], "xyz": [[-0.4215, -2.4946, 4.2915], [-1.2884, 2.2991, 3.2266], [-1.6014, 1.4309, 2.2585], [-0.9221, 1.1566, 0.9469], [0.2028, 0.1138, 0.9386], [1.3744, 0.4612, 1.8106], [1.6716, 1.6327, 2.3779], [1.0032, 2.9772, 2.2785], [-0.1175, 3.2341, 3.3005], [2.0070, -2.3727, 5.0504], [-1.8942, 2.2995, 4.1355], [-2.4539, 0.7465, 2.4146], [-0.5614, 2.0826, 0.4854], [-1.7229, 0.7573, 0.3125], [-0.1881, -0.8956, 1.1833], [0.5549, 0.0113, -0.1067], [2.0664, -0.3828, 1.9739], [2.5899, 1.6971, 2.9732], [0.6511, 3.2000, 1.2665], [1.7937, 3.7049, 2.5183], [0.2845, 3.1580, 4.3234], [-0.4515, 4.2816, 3.2027], [1.9846, -1.8125, 6.0028], [2.2083, -1.6423, 4.2385], [2.8309, -3.1144, 5.1104], [1.3896, -1.1775, -3.9079], [-1.8877, -0.7647, -3.6120], [2.8152, -0.1340, -3.9756], [2.1064, -2.4623, -4.9705], [-2.0709, 0.9949, -3.4800], [-3.5565, -1.0782, -4.1335], [0.4045, -0.3011, -5.2360], [-1.0742, -0.7380, -5.2912], [3.3606, 0.4669, -2.8305], [4.4093, 1.2884, -3.2147], [4.5247, 1.2008, -4.6391], [3.5196, 0.3509, -5.0805], [2.2406, -3.7960, -4.5629], [2.7349, -4.5524, -5.6218], [2.9208, -3.6624, -6.7242], [2.4897, -2.4073, -6.3102], [-1.7541, 1.6465, -2.2863], [-1.8616, 3.0165, -2.4692], [-2.2196, 3.2263, -3.8357], [-2.3004, 1.9800, -4.4391], [-4.3965, -0.3632, -4.9949], [-5.4972, -1.1508, -5.3156], [-5.3348, -2.4019, -4.6332], [-4.1473, -2.3358, -3.9238], [0.8578, -0.4673, -6.2249], [0.4887, 0.7752, -5.0073], [-1.6277, -0.0841, -5.9849], [-1.1676, -1.7729, -5.6659], [2.9422, 0.2500, -1.8624], [5.0264, 1.8853, -2.5656], [5.2563, 1.6861, -5.2634], [3.2388, 0.0674, -6.0804], [1.9550, -4.0863, -3.5680], [2.9325, -5.6122, -5.6253], [3.3244, -3.8953, -7.6972], [2.3912, -1.4958, -6.8725], [-1.4521, 1.0598, -1.4402], [-1.7070, 3.7757, -1.7209], [-2.4029, 4.1685, -4.3234], [-2.4721, 1.7170, -5.4709], [-4.1566, 0.6383, -5.2947], [-6.3065, -0.8670, -5.9654], [-6.0083, -3.2389, -4.6764], [-3.6568, -3.0512, -3.2884], [-1.4462, 0.7268, 9.2794], [-0.2953, -0.0988, 8.6865], [0.9690, 0.7663, 8.8534], [-0.1288, -1.4285, 9.4466], [-0.5564, -0.4673, 7.2931], [-0.7990, -0.8464, 6.1420], [-1.3445, 0.7858, 10.3701], [-2.4212, 0.3038, 9.0412], [-1.4188, 1.7445, 8.8750], [1.2440, 0.8030, 9.9158], [1.8151, 0.3783, 8.2841], [0.7775, 1.7887, 8.5089], [-1.0505, -2.0178, 9.3703], [0.6830, -2.0150, 8.9995], [0.1010, -1.2511, 10.5063]], "lowdin_charge": [1.25, -0.10, -0.10, -0.23, -0.19, -0.12, -0.09, -0.20, -0.19, -0.38, 0.11, 0.10, 0.10, 0.09, 0.10, 0.10, 0.10, 0.11, 0.10, 0.11, 0.12, 0.12, -0.08, -0.11, -0.07, 1.08, 1.06, -0.28, -0.25, -0.26, -0.27, -0.39, -0.40, -0.15, -0.10, -0.08, -0.14, -0.16, -0.10, -0.09, -0.16, -0.15, -0.08, -0.08, -0.16, -0.13, -0.09, -0.10, -0.16, 0.06, 0.09, 0.07, 0.09, 0.08, 0.09, 0.09, 0.08, 0.09, 0.09, 0.09, 0.08, 0.05, 0.09, 0.09, 0.09, 0.08, 0.09, 0.09, 0.09, -0.07, -0.65, -0.06, -0.07, -0.26, -0.25, 0.08, 0.08, 0.08, 0.08, 0.08, 0.08, 0.08, 0.08, 0.08], "lumo_ha": -0.0370, "largest_force_ev_per_a": 3.08, "e_tot_ev": -60302.5617, "e_homo_ev": -7.0234, "e_above_lowest_ev": 0.000}